Here is 16 unconnected molecules or ions with the total composition C96H80N16O32 from the OMol25 dataset. Energies are from the ωB97M-V functional and the def2-TZVPD basis.

Last column: Löwdin charge in e.
Element x y z (Å)
C (-5.2626, 2.1695, -0.5825)  -0.066
C (-6.3620, 2.2246, 0.3177)  -0.076
C (-7.3960, 1.3111, 0.1516)  -0.011
C (-7.4047, 0.4145, -0.9450)  -0.106
C (-6.2826, 0.3130, -1.7694)  -0.010
C (-5.2618, 1.2217, -1.6227)  -0.061
N (-8.5800, -0.4987, -1.2275)  -0.348
O (-8.5072, -1.3324, -2.1258)  0.051
O (-9.6161, -0.3137, -0.6449)  0.075
H (-4.4398, 2.9024, -0.5364)  0.083
H (-6.2902, 2.9244, 1.1575)  0.113
H (-8.2372, 1.3477, 0.8779)  0.129
H (-6.2686, -0.3244, -2.6482)  0.120
H (-4.4073, 1.2704, -2.2904)  0.082
C (-4.6806, -2.7824, 0.4922)  -0.069
C (-3.6336, -1.9356, 0.2160)  -0.052
C (-3.1750, -1.8192, -1.0896)  0.014
C (-3.8554, -2.5363, -2.0883)  -0.152
C (-4.9425, -3.3698, -1.7850)  -0.012
C (-5.3616, -3.5355, -0.4725)  -0.055
N (-3.3721, -2.4631, -3.4635)  -0.364
O (-3.1309, -1.3518, -3.8849)  0.077
O (-3.3083, -3.5002, -4.0693)  0.097
H (-5.0941, -2.8064, 1.4499)  0.094
H (-3.1999, -1.2948, 0.9901)  0.087
H (-2.4016, -1.1650, -1.4319)  0.096
H (-5.3969, -3.9710, -2.6072)  0.138
H (-6.1666, -4.1867, -0.1514)  0.119
C (0.4898, 1.2445, 7.5896)  -0.045
C (0.3239, 1.7847, 6.3325)  -0.082
C (-0.4357, 1.1603, 5.3491)  -0.035
C (-1.0203, -0.0774, 5.6407)  -0.128
C (-0.8201, -0.6832, 6.8887)  -0.026
C (0.0006, -0.0821, 7.8328)  -0.061
N (-1.8621, -0.7600, 4.5935)  -0.346
O (-2.5035, -1.7358, 4.8525)  0.102
O (-1.8621, -0.2291, 3.5308)  0.049
H (0.9895, 1.7732, 8.3635)  0.099
H (0.8122, 2.7249, 6.1674)  0.106
H (-0.5261, 1.6672, 4.4016)  0.090
H (-1.1257, -1.7579, 7.0591)  0.142
H (0.1060, -0.6441, 8.7951)  0.128
C (0.7651, -2.4821, 4.1845)  -0.074
C (1.0578, -3.2224, 5.3285)  -0.058
C (1.8396, -2.7175, 6.3846)  0.024
C (2.4304, -1.4112, 6.2069)  -0.119
C (2.0811, -0.6478, 5.0654)  -0.030
C (1.2575, -1.1850, 4.0869)  -0.091
N (3.5098, -0.9197, 7.0949)  -0.384
O (4.4618, -0.3922, 6.6282)  0.098
O (3.3169, -1.0204, 8.2718)  0.085
H (0.1043, -2.8871, 3.4167)  0.090
H (0.6756, -4.2095, 5.3626)  0.079
H (2.0752, -3.2798, 7.3181)  0.131
H (2.5639, 0.3093, 4.9536)  0.111
H (0.9300, -0.5292, 3.2667)  0.106
C (5.3847, -2.0841, 3.8510)  -0.071
C (4.3860, -1.9221, 2.8824)  -0.054
C (4.2442, -2.9043, 1.9089)  -0.036
C (5.0629, -3.9696, 1.8660)  -0.159
C (5.9971, -4.2483, 2.8667)  0.033
C (6.2030, -3.2244, 3.8611)  -0.037
N (5.1133, -4.9022, 0.6909)  -0.323
O (5.6638, -5.9877, 0.9215)  0.057
O (4.6775, -4.5281, -0.3549)  0.081
H (5.6900, -1.2060, 4.5586)  0.138
H (3.8067, -1.0263, 2.8269)  0.093
H (3.5322, -2.7960, 1.1243)  0.083
H (6.5708, -5.1241, 2.7483)  0.097
H (6.9519, -3.3256, 4.6469)  0.107
C (4.5325, -0.5538, -1.2217)  -0.060
C (5.3072, -1.6974, -1.4868)  -0.040
C (6.3057, -1.9884, -0.6195)  -0.014
C (6.5878, -1.0635, 0.3910)  -0.153
C (5.8984, 0.0580, 0.6444)  -0.024
C (4.8311, 0.3383, -0.2136)  -0.059
N (7.8112, -1.2469, 1.2322)  -0.318
O (7.8833, -0.5545, 2.2724)  0.028
O (8.7473, -1.8944, 0.8460)  0.092
H (3.7016, -0.4157, -1.8467)  0.065
H (5.1558, -2.3354, -2.3279)  0.086
H (6.9434, -2.8277, -0.7396)  0.119
H (6.1997, 0.8296, 1.3520)  0.134
H (4.4255, 1.3905, -0.1758)  0.121
C (-1.1858, 8.7402, -5.2544)  -0.051
C (-0.6195, 7.8545, -6.2264)  -0.034
C (-0.2091, 6.5670, -5.8610)  0.001
C (-0.3155, 6.2021, -4.5498)  -0.161
C (-0.9830, 7.0042, -3.6254)  0.020
C (-1.3900, 8.3020, -3.9575)  -0.058
N (0.1616, 4.9000, -4.1646)  -0.310
O (-0.1147, 4.3911, -3.0882)  0.052
O (0.9414, 4.3124, -4.9055)  0.059
H (-1.5784, 9.7470, -5.4787)  0.116
H (-0.4581, 8.1868, -7.2384)  0.101
H (0.2372, 5.8325, -6.5264)  0.125
H (-1.0773, 6.5186, -2.6872)  0.098
H (-1.9301, 8.8659, -3.2575)  0.089
C (-5.5831, 6.3533, -3.6352)  -0.063
C (-5.3517, 7.3763, -2.7559)  -0.074
C (-4.5139, 7.3023, -1.6176)  -0.003
C (-3.9452, 6.0970, -1.3557)  -0.172
C (-4.0620, 5.0217, -2.2495)  0.014
C (-4.9334, 5.1356, -3.3613)  -0.021
N (-3.0998, 5.9467, -0.1764)  -0.322
O (-2.7987, 4.7883, 0.1306)  0.055
O (-2.8016, 6.9547, 0.4143)  0.084
H (-6.2813, 6.4672, -4.4445)  0.108
H (-5.8622, 8.3255, -3.0301)  0.118
H (-4.1376, 8.1462, -1.0648)  0.118
H (-3.5126, 4.1014, -2.1900)  0.091
H (-5.0845, 4.3224, -3.9977)  0.091
C (1.7866, -5.9791, -0.3963)  -0.057
C (1.4137, -7.2492, -0.1694)  -0.092
C (1.0134, -7.7837, 1.0512)  0.016
C (1.0103, -6.8775, 2.1157)  -0.135
C (1.3499, -5.5414, 1.9977)  -0.012
C (1.7245, -5.1119, 0.7174)  -0.063
N (0.6655, -7.2897, 3.5097)  -0.381
O (0.8585, -8.4418, 3.6856)  0.100
O (0.3631, -6.5241, 4.3715)  0.077
H (2.1185, -5.4956, -1.3294)  0.112
H (1.5022, -8.0481, -0.9039)  0.109
H (0.5787, -8.7868, 1.1225)  0.130
H (1.3087, -4.8346, 2.8240)  0.103
H (2.0134, -4.0586, 0.6826)  0.066
C (-0.5149, 2.4569, -0.5907)  -0.061
C (0.7555, 1.9676, -0.9679)  -0.051
C (1.1755, 0.7055, -0.5082)  -0.015
C (0.2725, 0.0073, 0.2721)  -0.168
C (-0.8973, 0.5380, 0.7457)  0.009
C (-1.3323, 1.7958, 0.3093)  -0.029
N (0.5387, -1.3857, 0.5792)  -0.271
O (-0.1783, -2.0051, 1.3395)  0.051
O (1.5247, -1.9417, 0.0475)  0.041
H (-0.7950, 3.4199, -0.9604)  0.081
H (1.4360, 2.4783, -1.6332)  0.110
H (2.1241, 0.2397, -0.7795)  0.085
H (-1.5406, -0.1124, 1.3927)  0.094
H (-2.2176, 2.2405, 0.6744)  0.055
C (6.3555, 2.7240, -5.8831)  -0.102
C (7.1267, 3.4666, -5.0177)  -0.042
C (6.5241, 4.2235, -3.9335)  0.043
C (5.1102, 4.1384, -3.7577)  -0.124
C (4.3867, 3.3065, -4.6360)  0.004
C (5.0246, 2.6786, -5.7075)  -0.091
N (4.4055, 4.8327, -2.6678)  -0.326
O (3.1712, 4.9382, -2.7566)  0.036
O (5.0522, 5.3528, -1.7709)  0.084
H (6.7921, 2.1600, -6.7089)  0.120
H (8.1914, 3.4257, -5.0376)  0.097
H (7.1309, 4.8072, -3.3013)  0.094
H (3.2884, 3.2900, -4.5706)  0.103
H (4.3486, 2.0927, -6.3823)  0.123
C (1.7869, -0.1044, -4.8466)  -0.061
C (1.1414, -0.3512, -3.6265)  -0.059
C (-0.0716, 0.2078, -3.4061)  -0.043
C (-0.5896, 1.0501, -4.3182)  -0.125
C (0.0199, 1.2801, -5.5774)  0.015
C (1.2136, 0.6546, -5.8181)  -0.080
N (-1.7211, 1.8991, -3.8671)  -0.310
O (-2.2685, 1.6037, -2.8210)  0.037
O (-2.0447, 2.8430, -4.5384)  0.081
H (2.7786, -0.5601, -5.0057)  0.115
H (1.6351, -1.0152, -2.8967)  0.110
H (-0.6990, 0.1753, -2.4840)  0.122
H (-0.5240, 1.8455, -6.2628)  0.102
H (1.6281, 0.7936, -6.8125)  0.116
C (-3.3969, 3.5380, 5.7386)  -0.078
C (-4.2407, 2.5424, 6.0595)  -0.074
C (-4.6342, 1.6498, 5.0704)  0.010
C (-4.1127, 1.7230, 3.7794)  -0.150
C (-3.1573, 2.7053, 3.4603)  0.011
C (-2.8477, 3.6683, 4.4521)  -0.043
N (-4.6096, 0.7733, 2.7742)  -0.332
O (-4.1588, 0.8975, 1.6488)  0.033
O (-5.5359, 0.0585, 3.0188)  0.107
H (-3.3281, 4.2939, 6.5128)  0.115
H (-4.7093, 2.3974, 6.9812)  0.099
H (-5.3067, 0.8138, 5.2516)  0.124
H (-2.8358, 2.6132, 2.3817)  0.109
H (-2.2268, 4.4756, 4.0403)  0.095
C (0.4651, -6.5970, -3.9753)  -0.083
C (1.7025, -7.1992, -4.0324)  -0.051
C (2.8853, -6.4023, -4.1086)  0.001
C (2.7683, -5.0316, -4.2612)  -0.138
C (1.5212, -4.4076, -4.2570)  0.007
C (0.3824, -5.2261, -4.1006)  -0.058
N (4.0718, -4.2674, -4.3353)  -0.345
O (3.9750, -3.0610, -4.2686)  0.037
O (5.1311, -4.8144, -4.4809)  0.098
H (-0.4648, -7.0978, -4.0067)  0.092
H (1.8146, -8.2779, -3.9872)  0.109
H (3.8244, -6.8915, -4.2240)  0.109
H (1.4363, -3.3199, -4.3044)  0.103
H (-0.5934, -4.7074, -4.0876)  0.110
C (-2.7518, -5.1051, 2.4109)  -0.024
C (-3.9611, -5.7384, 2.0274)  -0.074
C (-4.1225, -6.1735, 0.7164)  -0.053
C (-3.1064, -5.9726, -0.1850)  -0.133
C (-1.8977, -5.3228, 0.0975)  0.004
C (-1.7296, -4.8501, 1.4072)  -0.044
N (-3.2948, -6.3618, -1.6628)  -0.328
O (-4.3581, -6.8573, -1.9820)  0.073
O (-2.3447, -6.2302, -2.4034)  0.050
H (-2.5937, -4.6750, 3.4051)  0.104
H (-4.6411, -6.0302, 2.8446)  0.116
H (-4.9423, -6.8643, 0.4607)  0.132
H (-1.2074, -5.1121, -0.7346)  0.122
H (-0.8431, -4.2457, 1.5510)  0.061
C (0.5555, 6.1833, 1.0156)  -0.047
C (0.0156, 5.5826, 2.1663)  -0.071
C (0.4554, 4.3946, 2.6707)  0.002
C (1.4667, 3.8044, 1.9379)  -0.166
C (1.9890, 4.3095, 0.7918)  -0.008
C (1.5309, 5.5176, 0.3142)  -0.048
N (1.9495, 2.5463, 2.4354)  -0.297
O (1.5586, 2.1631, 3.5360)  0.035
O (2.7454, 1.8627, 1.8241)  0.079
H (0.0422, 7.0379, 0.6293)  0.098
H (-0.7984, 6.1742, 2.6280)  0.116
H (-0.0462, 3.9733, 3.5692)  0.118
H (2.6159, 3.8183, 0.0637)  0.115
H (1.9182, 5.9253, -0.5960)  0.097

## Properties
- LUMO energy (eV) = -1.2
- Kohn-Sham gap (eV) = 8.0
- relative energy (zero: lowest compared OMol25 entry of this formula, charge and spin) (kJ/mol) = 182.5